Arrangement 1

C5H13NS in the gas phase. Source: the Open Molecules 2025 dataset; level of theory: ωB97M-V with the def2-TZVPD basis set.

E_HOMO, hartree: -0.3222
Orbital gap, eV: 9.74
2S+1: 1
Structure (SMILES): CCCNCCS
LUMO energy, eV: 0.97

Atoms and positions in Å:
C  -2.32831  1.51897  -0.69217
C  -2.36947  0.08428  -0.17047
C  -1.07352  -0.67995  -0.43539
N  0.08719  -0.05575  0.21622
C  1.31817  -0.79526  -0.04091
C  2.42407  -0.03071  0.65749
S  4.02622  -0.94969  0.26087
H  -1.53151  2.00206  -0.11831
H  -1.93938  1.53077  -1.71459
H  -3.23164  2.11429  -0.60648
H  -2.37827  0.18366  0.92287
H  -3.26134  -0.49972  -0.38986
H  -0.80789  -0.74470  -1.49064
H  -1.21439  -1.69566  -0.04459
H  -0.12096  0.15534  1.17424
H  1.45441  -0.86562  -1.11992
H  1.25418  -1.81015  0.36957
H  2.42109  1.03622  0.47180
H  2.35724  -0.24142  1.72274
H  4.91411  -0.25698  1.02753

=====

Arrangement 2

C5H13NS in the gas phase. Source: the Open Molecules 2025 dataset; level of theory: ωB97M-V with the def2-TZVPD basis set.

E_HOMO, hartree: -0.3202
Orbital gap, eV: 9.61
2S+1: 1
Structure (SMILES): CCCNCCS
LUMO energy, eV: 0.90

Atoms and positions in Å:
C  2.28873  0.21524  1.09039
C  1.77364  -1.21046  1.38511
C  0.26522  -1.44341  1.30136
N  -0.21373  -1.69195  -0.08142
C  -1.16824  -0.63778  -0.50309
C  -0.50646  0.49749  -1.30996
S  -1.38419  2.05660  -0.94210
H  1.44139  0.90499  1.12821
H  3.06199  0.56588  1.76539
H  2.75243  0.26653  0.10041
H  2.41122  -1.90781  0.84376
H  2.03800  -1.44174  2.42790
H  -0.20870  -0.58886  1.77971
H  0.05644  -2.31149  1.92991
H  0.61054  -1.64461  -0.67185
H  -1.69777  -0.25907  0.36384
H  -1.97810  -1.07223  -1.09502
H  0.52631  0.69730  -1.04281
H  -0.54758  0.30659  -2.37700
H  -1.91567  2.29690  -2.14970

=====

Of them, arrangement 1 has the highest stability.

=====

Arrangement 1

C5H13NS in the gas phase. Source: the Open Molecules 2025 dataset; level of theory: ωB97M-V with the def2-TZVPD basis set.

E_HOMO, hartree: -0.3167
Orbital gap, eV: 9.56
2S+1: 1
Structure (SMILES): CCCNCCS
LUMO energy, eV: 0.94

Atoms and positions in Å:
C  -0.22665  -2.66913  0.39854
C  0.97290  -1.96624  -0.21533
C  0.74399  -0.53348  -0.61315
N  0.48008  0.30679  0.54114
C  0.33112  1.72286  0.25984
C  -1.10056  2.21972  0.42363
S  -2.12953  1.99782  -1.08591
H  -0.61796  -2.16440  1.27336
H  -1.03248  -2.74831  -0.33520
H  0.06690  -3.69430  0.62530
H  1.82397  -2.01171  0.47646
H  1.28698  -2.49921  -1.10814
H  -0.13851  -0.44276  -1.27558
H  1.57424  -0.13940  -1.22130
H  1.13980  0.14967  1.29423
H  0.69725  1.93877  -0.74840
H  1.00776  2.29602  0.88990
H  -1.60869  1.67466  1.21489
H  -1.12100  3.28252  0.67372
H  -2.14961  3.28011  -1.46799

=====

Arrangement 2

C5H13NS in the gas phase. Source: the Open Molecules 2025 dataset; level of theory: ωB97M-V with the def2-TZVPD basis set.

E_HOMO, hartree: -0.3233
Orbital gap, eV: 9.75
2S+1: 1
Structure (SMILES): CN(C)CCCS
LUMO energy, eV: 0.95

Atoms and positions in Å:
C  1.04596  1.71142  1.63866
N  0.97318  0.48151  0.75957
C  2.33967  -0.06962  0.51722
C  0.41668  0.96458  -0.51806
C  -1.14148  0.94290  -0.43646
C  -1.68666  -0.41763  -0.01033
S  -1.01946  -1.85690  -0.89430
H  0.03181  2.01525  1.95360
H  1.61701  1.52686  2.53371
H  1.40536  2.51028  0.97496
H  2.23644  -0.82279  -0.24167
H  3.07023  0.70220  0.24158
H  2.59992  -0.45997  1.51767
H  0.78860  1.95781  -0.86206
H  0.64493  0.35680  -1.40472
H  -1.49594  1.67394  0.29810
H  -1.49003  1.14005  -1.46440
H  -1.38385  -0.48991  1.03196
H  -2.78582  -0.43900  -0.02999
H  -1.53904  -1.58616  -2.10981

=====

Arrangement 3

C5H13NS in the gas phase. Source: the Open Molecules 2025 dataset; level of theory: ωB97M-V with the def2-TZVPD basis set.

E_HOMO, hartree: -0.3187
Orbital gap, eV: 9.65
2S+1: 1
Structure (SMILES): CCNCCCS
LUMO energy, eV: 0.97

Atoms and positions in Å:
C  -2.09501  2.78159  -1.42679
C  -1.47395  2.08750  -0.27198
N  -0.19649  1.33011  -0.55992
C  0.20214  0.63770  0.74375
C  1.43609  -0.13968  0.18046
C  1.03383  -1.49516  -0.42186
S  0.61810  -2.64092  0.90119
H  -1.30480  2.94512  -2.13777
H  -3.00366  2.19913  -1.70687
H  -2.35875  3.82039  -1.16757
H  -2.20189  1.33743  0.16254
H  -1.20380  2.90643  0.45250
H  -0.31634  0.73849  -1.29537
H  -0.59926  0.11787  1.15574
H  0.41499  1.53485  1.38074
H  1.79612  0.35697  -0.80263
H  2.09494  -0.21661  1.10514
H  0.20423  -1.50639  -1.14261
H  1.71657  -2.11347  -1.09957
H  1.62888  -2.40799  1.77465

=====

Arrangement 4

2 unconnected molecules or ions with the total composition C5H13NS. Source: the Open Molecules 2025 dataset; level of theory: ωB97M-V with the def2-TZVPD basis set.

E_HOMO (alpha / beta), hartree: -0.3212 / -0.3211
Orbital gap (alpha / beta), eV: 7.23 / 7.23
2S+1: 1
LUMO energy (alpha / beta), eV: -1.51 / -1.51

Atoms and positions in Å:
C  -0.86070  -0.56894  0.74217
C  -0.47135  -1.12985  -1.62121
C  1.27009  -1.82699  0.10038
C  -0.47746  2.90387  1.23638
C  0.24181  -0.71881  -0.36360
N  1.16222  0.41032  -0.44978
S  -0.43604  2.51862  -0.55375
H  -1.78119  0.01627  0.42433
H  -1.13446  -1.53009  1.21920
H  -0.38651  0.17021  1.52422
H  0.04353  -1.29151  -2.70389
H  -1.09500  -0.24388  -1.89931
H  -1.11046  -2.08910  -1.38422
H  1.11816  -2.82210  -0.35209
H  2.17837  -1.42830  -0.35337
H  1.48903  -1.96528  1.16813
H  0.66515  2.93815  1.60433
H  -0.93265  2.21202  1.96935
H  -0.80189  3.95370  1.11413
H  1.31935  0.49170  -1.42140

=====

Of them, arrangement 1 has the highest stability.

=====

Arrangement 1

C5H13NS in the gas phase. Source: the Open Molecules 2025 dataset; level of theory: ωB97M-V with the def2-TZVPD basis set.

E_HOMO, hartree: -0.3175
Orbital gap, eV: 9.57
2S+1: 1
Structure (SMILES): CNCCCCS
LUMO energy, eV: 0.93

Atoms and positions in Å:
C  1.87088  1.19265  0.72559
N  0.60632  1.84214  0.36175
C  -0.54746  1.29772  1.03995
C  -0.82934  -0.15886  0.61580
C  -1.06542  -0.37161  -0.85172
C  -0.74968  -1.83376  -1.26265
S  1.04974  -2.23136  -1.36256
H  2.71102  1.70542  0.23671
H  1.88824  0.22565  0.23908
H  2.08345  1.35294  1.78711
H  0.66206  2.84062  0.50426
H  -1.45105  1.85024  0.75747
H  -0.39584  1.36441  2.12694
H  -0.07979  -0.77942  1.11407
H  -1.72946  -0.51973  1.14886
H  -0.35746  0.26039  -1.41097
H  -2.02181  -0.06193  -1.26674
H  -1.40405  -2.54412  -0.76145
H  -1.06325  -1.87337  -2.30971
H  0.82288  -3.55800  -1.43178

=====

Arrangement 2

C5H13NS in the gas phase. Source: the Open Molecules 2025 dataset; level of theory: ωB97M-V with the def2-TZVPD basis set.

E_HOMO, hartree: -0.2937
Orbital gap, eV: 8.42
2S+1: 1
Structure (SMILES): C=[S@@H](=N)CC(C)C
LUMO energy, eV: 0.43

Atoms and positions in Å:
C  2.69773  -1.23716  1.13117
S  1.71573  0.14396  -0.23039
N  1.82102  -0.10062  -1.73065
C  0.12269  1.09930  -0.11558
C  -1.07557  0.33946  0.42647
C  -2.47444  0.88193  -0.17138
C  -1.01011  -1.09810  0.09298
H  2.29067  -0.70974  2.01503
H  2.24298  -2.17851  1.08240
H  2.77016  1.22402  0.03901
H  2.65278  -0.49617  -2.26609
H  0.33152  1.93632  0.48450
H  0.09376  1.32237  -1.19727
H  -0.92074  0.51469  1.58016
H  -2.61920  0.24768  -1.06360
H  -2.46629  1.95144  -0.53815
H  -3.29929  0.59043  0.43200
H  -1.78302  -1.79966  0.52542
H  -1.02591  -1.17835  -0.96745
H  -0.06448  -1.45331  0.47142

=====

Of them, arrangement 1 has the highest stability.

=====

Arrangement 1

2 unconnected molecules or ions with the total composition C5H13N3O2. Source: the Open Molecules 2025 dataset; level of theory: ωB97M-V with the def2-TZVPD basis set.

E_HOMO, hartree: -0.3406
Orbital gap, eV: 9.83
2S+1: 1
Structure (SMILES): [H]/N=C(\N)NCC.CC(=O)O
LUMO energy, eV: 0.56

Atoms and positions in Å:
H  2.53930  2.22292  0.11966
N  1.64948  2.39200  -0.33213
C  0.64258  2.10454  0.36851
N  0.66449  1.36730  1.60079
N  -0.66427  2.26363  -0.07213
C  -0.87495  2.66530  -1.47533
C  -0.53640  1.56555  -2.47244
H  1.59564  1.50807  1.97588
H  -0.01215  1.79446  2.22550
H  -1.17047  1.40954  0.13021
H  -0.22193  3.51922  -1.64522
H  -1.91086  3.00730  -1.48834
H  0.34066  1.04916  -2.08063
H  -0.35781  1.89806  -3.48979
H  -1.28087  0.77509  -2.37904
C  -1.49934  -3.11722  0.43532
C  -0.01215  -3.17043  0.65138
O  0.71536  -4.06600  0.31567
O  0.42886  -2.05759  1.27507
H  -1.90288  -4.13180  0.48623
H  -1.64145  -2.72184  -0.56447
H  -2.01225  -2.52988  1.19649
H  1.33373  -2.11835  1.60462

=====

Arrangement 2

3 unconnected molecules or ions with the total composition C5H13N3O2. Source: the Open Molecules 2025 dataset; level of theory: ωB97M-V with the def2-TZVPD basis set.

E_HOMO, hartree: -0.3196
Orbital gap, eV: 9.27
2S+1: 1
Structure (SMILES): NCCc1c[nH]cn1.O.O
LUMO energy, eV: 0.57

Atoms and positions in Å:
N  -2.34456  1.16523  0.46847
C  -0.96740  1.75777  0.71066
C  -0.31651  2.10787  -0.66681
C  0.48383  0.80699  -0.97131
C  1.75005  0.52781  -0.44052
N  2.03591  -0.86268  -0.73326
C  1.03722  -1.28639  -1.48606
N  0.16786  -0.27497  -1.73731
H  -2.77864  1.51898  -0.37511
H  -2.25993  0.25679  0.57554
H  -0.99485  2.64375  1.38959
H  -0.30626  0.92726  1.19172
H  0.34987  2.97658  -0.56417
H  -1.03215  2.29075  -1.48634
H  2.46346  1.03773  0.16470
H  2.88283  -1.23369  -0.46668
H  0.90535  -2.33542  -1.78334
O  -1.72954  -3.40868  -0.17617
H  -2.68467  -2.84349  -0.14760
H  -1.18872  -2.79610  -0.81973
O  1.73726  -1.34160  2.50404
H  1.10222  -1.16363  1.79076
H  1.68733  -0.47088  3.05894

=====

Arrangement 3

2 unconnected molecules or ions with the total composition C5H13N3O2. Source: the Open Molecules 2025 dataset; level of theory: ωB97M-V with the def2-TZVPD basis set.

E_HOMO, hartree: -0.3125
Orbital gap, eV: 8.80
2S+1: 1
Structure (SMILES): [H]/N=C(\N)NCC.CC(=O)O
LUMO energy, eV: 0.29

Atoms and positions in Å:
H  -1.46151  3.37827  1.97457
N  -1.44320  2.73939  1.19749
C  -0.71332  1.71133  1.08339
N  -0.31390  0.83022  2.07412
N  -0.40896  1.20876  -0.19797
C  -1.12649  1.84442  -1.33709
C  -0.58302  1.21465  -2.60703
H  -0.60720  0.99851  3.01838
H  0.40739  0.16600  1.83459
H  -0.46720  0.20260  -0.22077
H  -0.82924  2.88784  -1.27815
H  -2.19167  1.72928  -1.14537
H  0.49709  1.13590  -2.53055
H  -0.82555  1.85257  -3.46096
H  -0.98240  0.23581  -2.90046
C  1.49597  -3.05353  -0.14513
C  1.43012  -2.07428  0.98275
O  1.84719  -0.95140  0.92574
O  1.03428  -2.59105  2.16383
H  0.59474  -3.66150  -0.24374
H  2.34374  -3.74678  -0.09801
H  1.68530  -2.60913  -1.11787
H  0.61781  -3.44789  2.02825

=====

Of them, arrangement 1 has the highest stability.

=====

Arrangement 1

2 unconnected molecules or ions with the total composition C7H12N2O. Source: the Open Molecules 2025 dataset; level of theory: ωB97M-V with the def2-TZVPD basis set.

E_HOMO, hartree: -0.3381
Orbital gap, eV: 9.70
2S+1: 1
Structure (SMILES): C[C@H]1C[C@H]2N[C@@]12CC#N.O
LUMO energy, eV: 0.50

Atoms and positions in Å:
C  2.16677  0.49574  -0.22770
C  0.67598  0.39325  -0.47722
C  0.14246  0.02280  -1.89908
C  -0.57973  -1.17019  -1.28104
N  0.43309  -1.99984  -0.60760
C  -0.09353  -0.81314  0.07600
C  -0.83497  -0.92696  1.37882
C  0.02175  -0.70616  2.55496
N  0.60355  -0.22881  3.44164
H  2.67569  -0.43205  -0.52299
H  2.60218  1.32177  -0.80873
H  2.37425  0.69166  0.83386
H  0.18241  1.31633  -0.14253
H  -0.53257  0.78601  -2.30408
H  0.90934  -0.25279  -2.63721
H  -1.52898  -1.60878  -1.58855
H  -0.03190  -2.82454  -0.23035
H  -1.66352  -0.20296  1.40465
H  -1.31635  -1.91078  1.48861
O  -2.28854  2.41205  0.33257
H  -1.50344  2.83657  -0.02473
H  -2.41397  2.80081  1.24069

=====

Arrangement 2

C7H12N2O in the gas phase. Source: the Open Molecules 2025 dataset; level of theory: ωB97M-V with the def2-TZVPD basis set.

E_HOMO, hartree: -0.2973
Orbital gap, eV: 8.81
2S+1: 1
Structure (SMILES): CC(C)(C)Nc1cnoc1
LUMO energy, eV: 0.72

Atoms and positions in Å:
C  -1.15921  -0.26332  -1.37117
C  -0.96386  -0.05278  0.06140
C  -2.14946  -0.79699  0.88842
C  -0.97538  1.43583  0.27940
N  0.26886  -0.49454  0.54382
C  1.56704  -0.15018  0.13189
C  2.60913  -1.03507  0.43630
N  3.81637  -0.63028  0.05921
O  3.58863  0.58833  -0.48964
C  2.30561  0.83784  -0.54396
H  -2.02725  0.42771  -1.80178
H  -0.27841  0.22352  -1.85238
H  -1.04401  -1.23365  -1.87575
H  -2.19093  -0.38712  1.95745
H  -2.00770  -1.82871  0.82285
H  -3.05194  -0.56655  0.38224
H  -1.91695  1.88357  -0.27066
H  -0.95850  1.61484  1.29752
H  -0.11788  1.87036  -0.17822
H  0.14290  -1.35250  1.36989
H  2.41037  -1.92675  1.10696
H  2.13255  1.83647  -0.95380

=====

Of them, arrangement 1 has the highest stability.